Below is one molecule with the formula C19H20N6O3S3, with properties calculated with ωB97M-V with the def2-TZVPD basis set.

Last columns: bonded neighbours and bond lengths (Å).
Cartesian coordinates (Å):
1 C -3.157 -0.009 3.474  C2 1.530, H32 1.087, H33 1.086, H34 1.088
2 C -1.758 0.056 4.090  C1 1.530, C3 1.496, H35 1.090, H36 1.091
3 C -0.767 0.574 3.096  C2 1.496, C4 1.430, C30 1.364
4 C -0.072 -0.241 2.148  C3 1.430, C5 1.474, C28 1.369
5 C -0.225 -1.705 2.058  C4 1.474, O6 1.211, N7 1.373
6 O -1.216 -2.334 2.357  C5 1.211
7 N 0.906 -2.338 1.609  C5 1.373, N8 1.385, H37 1.010
8 N 0.944 -3.709 1.417  N7 1.385, C9 1.353, H38 1.013
9 C 1.353 -4.324 0.284  N8 1.353, S10 1.646, N11 1.369
10 S 1.702 -5.932 0.301  C9 1.646
11 N 1.590 -3.564 -0.830  C9 1.369, C12 1.395, H39 1.012
12 C 0.867 -2.459 -1.279  N11 1.395, C13 1.398, C27 1.397
13 C 1.478 -1.584 -2.183  C12 1.398, C14 1.381, H40 1.080
14 C 0.793 -0.478 -2.645  C13 1.381, C15 1.382, H41 1.077
15 C -0.495 -0.246 -2.202  C14 1.382, S16 1.777, C26 1.381
16 S -1.396 1.160 -2.810  C15 1.777, O17 1.429, O18 1.430, N19 1.708
17 O -0.741 1.722 -3.948  S16 1.429
18 O -2.788 0.847 -2.897  S16 1.430
19 N -1.304 2.261 -1.508  S16 1.708, C20 1.362, H42 1.009
20 C -0.151 2.962 -1.323  N19 1.362, N21 1.331, N25 1.332
21 N 0.976 2.334 -1.650  C20 1.331, C22 1.321
22 C 2.098 3.009 -1.476  N21 1.321, C23 1.387, H43 1.083
23 C 2.124 4.297 -0.963  C22 1.387, C24 1.387, H44 1.076
24 C 0.891 4.839 -0.629  C23 1.387, N25 1.320, H45 1.082
25 N -0.242 4.186 -0.807  C20 1.332, C24 1.320
26 C -1.125 -1.115 -1.333  C15 1.381, C27 1.382, H46 1.078
27 C -0.450 -2.230 -0.875  C12 1.397, C26 1.382, H47 1.079
28 C 0.745 0.491 1.329  C4 1.369, S29 1.708, H48 1.073
29 S 0.696 2.159 1.692  C28 1.708, C30 1.735
30 C -0.443 1.893 2.973  C3 1.364, S29 1.735, C31 1.489
31 C -0.935 3.044 3.778  C30 1.489, H49 1.089, H50 1.090, H51 1.087
32 H -3.879 -0.326 4.222  C1 1.087
33 H -3.164 -0.729 2.660  C1 1.086
34 H -3.456 0.963 3.088  C1 1.088
35 H -1.469 -0.948 4.403  C2 1.090
36 H -1.768 0.706 4.966  C2 1.091
37 H 1.760 -1.830 1.427  N7 1.010
38 H 0.685 -4.296 2.202  N8 1.013
39 H 2.177 -4.023 -1.515  N11 1.012
40 H 2.484 -1.785 -2.517  C13 1.080
41 H 1.232 0.218 -3.340  C14 1.077
42 H -2.153 2.764 -1.300  N19 1.009
43 H 3.004 2.486 -1.755  C22 1.083
44 H 3.043 4.841 -0.827  C23 1.076
45 H 0.795 5.833 -0.210  C24 1.082
46 H -2.146 -0.924 -1.045  C26 1.078
47 H -0.951 -2.937 -0.233  C27 1.079
48 H 1.329 0.165 0.490  C28 1.073
49 H -2.023 3.086 3.763  C31 1.089
50 H -0.616 2.951 4.816  C31 1.090
51 H -0.545 3.976 3.378  C31 1.087

Results
* HOMO energy: -8.497 eV
* SMILES string: CCc1c(C(=O)NNC(=S)Nc2ccc(S(=O)(=O)Nc3ncccn3)cc2)csc1C
* frontier orbital gap: 8.597 eV